1.
Density functional theory data (ωB97M-V with the def2-TZVPD basis set) for a structure of composition C22H45N2NdP3SSe at a distorted geometry.

Computed properties:
<S²>: 3.76
LUMO energy (spin up / spin down): -10.16 / -10.00 eV
E_HOMO (spin up / spin down): -0.4971 / -0.4971 Eh
Kohn-Sham gap (spin up / spin down): 3.37 / 3.52 eV

Structure (ORCA input):
```
! wB97M-V def2-TZVPD RIJCOSX def2/J DEFGRID3
* xyz 3 4
Nd -0.38603 0.32433 -0.05152
P -1.11085 -2.28315 -0.23742
P 0.21378 0.37107 2.62137
P 2.23064 -0.92555 -0.03049
H 0.38342 2.50978 -1.33677
C 0.99579 1.68708 -1.73012
C 0.41901 0.67006 -2.46244
H -0.65772 0.66091 -2.68546
C -2.89294 -2.22907 -0.62670
C -1.01970 -3.42783 1.17086
C -0.39901 -3.13363 -1.69576
C 1.04759 1.94785 2.99185
C -1.42833 0.45253 3.41134
C 1.07993 -0.95351 3.49569
C 3.04328 -1.13829 -1.68305
C 2.59578 -2.59035 0.69603
C 3.50568 0.14168 0.80624
H 2.01353 1.66782 -1.33552
H 0.92318 -0.25672 -2.73825
H -3.08677 -1.53768 -1.47200
H -3.48459 -1.85647 0.23843
H -3.20082 -3.26171 -0.89965
H -1.54994 -2.97537 2.03781
H 0.04396 -3.59630 1.43916
H -1.51813 -4.36024 0.83254
H -0.54569 -2.49528 -2.59064
H -0.96520 -4.08078 -1.77987
H 0.68436 -3.30298 -1.54465
H 1.03425 1.98539 4.09994
H 0.47874 2.78979 2.53472
H 2.07638 1.92468 2.57238
H -1.17931 0.58065 4.48606
H -1.99177 -0.49129 3.23363
H -2.03623 1.29391 3.02019
H 0.98308 -0.62766 4.54956
H 2.13187 -1.00531 3.15360
H 0.55552 -1.91337 3.29343
H 4.08475 -1.51154 -1.56648
H 3.05923 -0.17109 -2.22006
H 2.45396 -1.85410 -2.29128
H 3.69386 -2.77449 0.68145
H 2.07975 -3.37926 0.11105
H 2.23105 -2.64117 1.74093
H 4.52789 -0.25170 0.61712
H 3.32404 0.21022 1.89464
H 3.44357 1.16353 0.38459
C 6.78987 2.23046 -2.59143
C 7.59212 3.28906 -2.11186
C 7.98214 4.31337 -2.97556
C 7.58397 4.29441 -4.31882
C 6.79180 3.24554 -4.80212
C 6.39706 2.21687 -3.94735
S 6.25615 0.93654 -1.56259
H 6.84035 1.34191 -0.39880
H 7.88671 3.27743 -1.06263
H 8.59903 5.12951 -2.59853
H 7.89139 5.09742 -4.99033
H 6.47594 3.21919 -5.84484
H 5.78077 1.38706 -4.29665
C -5.01313 0.01667 -1.83629
N -5.08708 0.38138 -0.42584
C -6.21949 0.14551 0.35485
C -6.01724 0.74824 1.53935
N -4.75690 1.34665 1.49017
C -4.27399 2.25445 2.52143
C -4.15880 1.11880 0.27430
Se -2.64638 1.95821 -0.36426
H -5.81967 0.50640 -2.38737
H -5.13877 -1.06437 -1.94082
H -4.04983 0.31652 -2.25061
H -7.03796 -0.40035 -0.04821
H -6.61698 0.85221 2.41016
H -5.01240 3.04136 2.69351
H -4.14004 1.70876 3.45903
H -3.32422 2.69431 2.21645
*
```

---

2.
Density functional theory data (ωB97M-V with the def2-TZVPD basis set) for a cluster of 3 separate species, C22H46BrFN6O7Si in total at a distorted geometry.

Computed properties:
LUMO energy: 0.20 eV
E_HOMO: -0.3336 Eh
Kohn-Sham gap: 9.28 eV
Structure (SMILES): [H]/N=C(\N)NCCCC[Si@@](CCCCOC=O)(CC(=O)Br)C(=O)NC(=O)F.COC[C@@H](C)N.COC[C@@H](C)N

Structure (ORCA input):
```
! wB97M-V def2-TZVPD RIJCOSX def2/J DEFGRID3
* xyz 0 1
H -4.44306 -4.77707 4.44446
N -3.48000 -5.02586 4.65935
C -2.92406 -4.05480 5.22310
N -3.67165 -2.81670 5.46695
N -1.55883 -4.11486 5.60785
C -0.78381 -3.66182 4.41289
C 0.44097 -2.78809 4.79573
C 0.14006 -1.25867 4.79448
C 1.15400 -0.40553 3.98853
Si 1.03711 -0.59083 2.11578
C 1.48494 -2.35684 1.59013
C 1.96408 -2.50488 0.11467
C 0.81910 -2.87383 -0.87391
C 0.08798 -4.18542 -0.51294
O -1.33802 -3.88315 -0.49630
C -1.98073 -4.79657 -1.30403
O -2.62348 -4.42066 -2.19057
C -0.58717 0.05563 1.34945
C -1.84476 -0.41937 2.05451
O -2.28437 -1.47426 1.91724
Br -2.75052 0.81263 3.31041
C 2.44744 0.53519 1.38377
O 3.41778 0.76624 1.97329
N 2.23150 1.07090 0.01252
C 1.70945 2.35114 -0.00123
O 1.03992 2.77188 -0.83211
F 2.03626 3.17687 1.00021
H -3.92964 -2.39982 4.57388
H -4.55822 -3.07018 5.89664
H -1.49220 -3.38556 6.31994
H -1.45648 -3.01455 3.81678
H -0.52157 -4.51672 3.77543
H 0.69670 -3.08092 5.83020
H 1.31862 -3.07256 4.19940
H -0.91185 -1.10950 4.51242
H 0.21502 -0.92680 5.84351
H 1.13483 0.66402 4.25278
H 2.16308 -0.75993 4.27237
H 0.66863 -3.05274 1.83941
H 2.33671 -2.65170 2.22944
H 2.50573 -1.63336 -0.28172
H 2.68531 -3.34095 0.09278
H 1.27223 -2.93307 -1.87652
H 0.11098 -2.03191 -0.92763
H 0.36289 -4.57675 0.47860
H 0.34502 -4.96348 -1.24711
H -1.84402 -5.86817 -1.06540
H -0.64130 -0.34289 0.32092
H -0.58838 1.15557 1.29071
H 1.54461 0.48676 -0.46122
C -2.73597 -1.60903 -3.16636
O -2.06847 -1.56219 -4.41715
C -2.90239 -1.75382 -5.54622
C -3.76351 -0.54119 -5.94188
C -4.94692 -0.28288 -5.01350
N -2.96127 0.68395 -6.03649
H -3.52827 -2.35659 -3.15214
H -3.13026 -0.62250 -2.90937
H -2.00109 -1.87039 -2.40558
H -2.21979 -1.96277 -6.37529
H -3.51609 -2.65528 -5.41730
H -4.17354 -0.75566 -6.93354
H -4.65794 0.22057 -4.09201
H -5.67279 0.36629 -5.50677
H -5.45732 -1.21334 -4.75449
H -2.24411 0.55364 -6.74535
H -2.43442 0.77137 -5.16986
C 2.46699 6.06223 -0.19833
O 3.31593 7.18271 -0.01402
C 4.64743 7.00203 -0.46182
C 4.84497 7.08049 -1.98603
C 4.33930 5.85804 -2.74744
N 4.21898 8.28125 -2.55092
H 2.99131 5.12071 -0.02961
H 2.02269 6.08153 -1.19472
H 1.64967 6.13909 0.51967
H 5.21613 7.81937 -0.00887
H 5.06449 6.07200 -0.05207
H 5.92321 7.14541 -2.16153
H 3.25893 5.86365 -2.88518
H 4.77878 5.83306 -3.74636
H 4.61885 4.93183 -2.23964
H 4.64340 9.10299 -2.12860
H 3.25629 8.30735 -2.22106
*
```

---

3.
Density functional theory data (ωB97M-V with the def2-TZVPD basis set) for a structure of composition C22H46FeGeN3O8S.

Computed properties:
<S²>: 1.13
LUMO energy (spin up / spin down): -8.04 / -7.32 eV
E_HOMO (spin up / spin down): -0.5668 / -0.5654 Eh
Relative energy (zero: lowest compared OMol25 entry of this formula, charge and spin): 8.5 kcal per mole
Kohn-Sham gap (spin up / spin down): 7.39 / 8.06 eV

Structure (ORCA input):
```
! wB97M-V def2-TZVPD RIJCOSX def2/J DEFGRID3
* xyz 2 2
Fe -0.99728 0.60029 -0.18065
C 0.52915 -1.16713 2.93326
C -0.71960 -1.38156 2.10137
C -1.84939 -1.93163 2.96000
C -0.44889 -2.29075 0.91952
O -1.14683 -0.04753 1.61263
Ge -3.01293 0.46559 1.54487
O -2.08608 1.93098 0.55774
C -2.12411 3.39820 0.71582
C -3.14706 3.67038 1.81033
C -0.76247 3.91263 1.11741
C -2.58432 3.97788 -0.60708
O -2.68174 -0.33207 -0.23858
C -3.73073 -0.75198 -1.18675
C -5.02543 -0.05195 -0.80405
C -3.85165 -2.25923 -1.03910
C -3.33647 -0.38788 -2.60600
H 0.84537 -2.11871 3.36062
H 1.35186 -0.79055 2.32351
H 0.33976 -0.46739 3.74777
H -1.54206 -2.87590 3.40902
H -2.10175 -1.24945 3.77523
H -2.74540 -2.13939 2.36599
H -0.21683 -3.29065 1.28738
H -1.31820 -2.36904 0.26514
H 0.43187 -1.98504 0.35792
H -2.83448 3.24231 2.76487
H -3.24668 4.74693 1.94828
H -4.13010 3.28012 1.54170
H -0.46105 3.49414 2.07779
H -0.00895 3.69226 0.35810
H -0.80450 4.99624 1.22820
H -3.55582 3.57030 -0.88827
H -2.68224 5.06015 -0.52231
H -1.86704 3.77434 -1.40527
H -5.38257 -0.36975 0.17741
H -4.90296 1.03436 -0.80923
H -5.80680 -0.29949 -1.52303
H -4.07151 -2.52805 -0.00509
H -4.66473 -2.63294 -1.66173
H -2.93242 -2.75986 -1.34594
H -3.39628 0.69516 -2.77249
H -2.34783 -0.77799 -2.86137
H -4.04274 -0.83913 -3.30175
C -0.57695 2.77181 -3.86385
C 0.04029 2.22900 -2.60299
O -0.85719 1.23311 -1.99877
H 0.10498 3.49158 -4.31559
H -1.51803 3.28614 -3.66370
H -0.74449 1.97720 -4.59339
H 0.20745 2.99961 -1.85142
H 0.97818 1.71327 -2.80429
H -1.64972 1.11693 -2.54116
C 4.30316 -5.36123 0.86063
C 4.98496 -3.99973 0.93972
S 4.03066 -2.79267 0.06727
O 2.75749 -2.58322 0.73840
O 3.99439 -3.10755 -1.33897
C 4.90995 -1.24776 0.27014
C 4.32891 -0.22989 -0.70772
N 3.09092 0.39192 -0.20263
C 1.86469 0.13676 -0.68184
N 0.94725 0.81868 0.02548
C 1.61132 1.51024 1.00568
C 2.93015 1.26778 0.85342
N 3.99956 1.83926 1.63790
O 5.13562 1.51617 1.35751
O 3.65724 2.60403 2.50641
C 1.58181 -0.78262 -1.81786
H 4.90805 -6.08687 1.40027
H 4.21164 -5.69074 -0.17237
H 3.31413 -5.33137 1.31442
H 5.96863 -4.00581 0.46790
H 5.07638 -3.63888 1.96538
H 5.97664 -1.37652 0.09292
H 4.76188 -0.96063 1.30765
H 4.05406 -0.73398 -1.63295
H 5.05277 0.54128 -0.95090
H 1.12885 2.12622 1.73705
H 1.95850 -0.38704 -2.76261
H 0.51097 -0.94653 -1.92107
H 2.03481 -1.75522 -1.62722
*
```